1.
{"formula": "H8SSi3", "method": "wB97M-V/def2-TZVPD", "elements": ["Si", "Si", "Si", "S", "H", "H", "H", "H", "H", "H", "H", "H"], "coordinates": [[-4.0269, 0.3456, 0.0682], [3.8912, 0.2390, 0.0909], [1.1550, -1.3569, -0.8911], [2.1472, -0.6902, 0.9739], [-3.5384, 1.6956, -0.4360], [-3.6002, -0.8295, -0.5590], [-5.4744, 0.4151, -0.1505], [4.9789, -0.6618, -0.3944], [4.2896, 1.0934, 1.2148], [3.7082, 1.0914, -1.2172], [-0.1308, -1.6156, -0.1121], [-3.3995, 0.2739, 1.4124]], "forces_ev_per_a": [[0.20, 2.12, 0.59], [0.11, 0.53, -1.22], [0.25, 0.36, 0.94], [-0.22, -0.18, -1.35], [0.00, -0.83, -0.14], [0.72, -1.20, -1.12], [-0.30, -0.08, 0.52], [-0.26, -0.11, 0.49], [0.33, 0.14, -0.05], [-0.33, -0.63, 1.29], [0.11, -0.11, -0.10], [-0.61, -0.02, 0.15]], "mulliken_charge": [0.37, 0.42, 0.20, -0.25, -0.08, -0.11, -0.09, -0.08, -0.12, -0.07, -0.09, -0.09], "energy_ev": -34595.5919, "homo_lumo_gap_ha": 0.2969, "spin_multiplicity": 1, "de_lowest_kcal_mol": 26.4, "e_homo_ev": -9.06}

=====

2.
{"formula": "C5H12NO", "method": "wB97M-V/def2-TZVPD", "elements": ["C", "C", "C", "C", "N", "C", "O", "H", "H", "H", "H", "H", "H", "H", "H", "H", "H", "H", "H"], "coordinates": [[-0.9087, -0.6753, -1.9528], [-1.0707, -0.6550, -0.3930], [0.2403, -0.1882, 0.3083], [1.0169, -1.4713, 0.9274], [-0.1695, 0.8868, 1.2615], [0.3999, 2.3411, 0.6397], [1.6598, 2.2151, 0.2889], [-1.6276, -1.2508, -2.5396], [0.0701, -1.1198, -2.1015], [-0.9951, 0.5015, -2.3664], [-1.1116, -1.5784, 0.1238], [-2.0002, -0.0652, -0.2114], [0.8513, 0.3414, -0.4902], [0.3154, -2.1956, 0.9542], [1.6867, -2.0114, 0.1652], [1.6083, -1.3318, 1.8872], [0.2721, 0.7937, 2.1222], [-0.3956, 2.4537, -0.2025], [0.1580, 3.0095, 1.5790]], "forces_ev_per_a": [[-0.13, 2.21, 0.27], [-0.11, 0.89, -1.22], [0.20, 1.73, -0.05], [2.56, 2.54, -1.59], [-0.46, 0.44, -2.32], [0.05, -1.81, 0.98], [-1.05, 0.95, 0.05], [-0.22, -0.04, 0.29], [0.30, 0.35, -0.72], [0.64, -3.23, 1.11], [-1.39, -1.61, -0.46], [1.09, -0.20, 0.59], [-0.06, -0.78, 1.11], [-2.52, -2.49, 1.35], [-0.26, 1.39, 0.77], [-0.95, 0.03, -1.24], [1.34, -0.23, 1.67], [0.85, 0.39, 0.89], [0.13, -0.55, -1.47]], "mulliken_charge": [-1.07, -0.64, 0.30, -1.22, -0.62, -0.32, -0.82, 0.37, 0.31, 0.19, 0.37, 0.23, 0.24, 0.41, 0.26, 0.31, 0.28, 0.14, 0.27], "energy_ev": -8914.9077, "smiles": "CC[C@H](C)NC[O-]", "homo_lumo_gap_ha": 0.2449, "spin_multiplicity": 1, "charge": -1, "de_lowest_kcal_mol": 49.7, "e_homo_ev": -2.73}

=====

3.
{"formula": "C23H22N2O4", "method": "wB97M-V/def2-TZVPD", "elements": ["C", "O", "C", "C", "C", "C", "O", "C", "C", "C", "C", "C", "N", "N", "C", "O", "C", "C", "C", "C", "C", "C", "C", "C", "C", "O", "C", "C", "C", "H", "H", "H", "H", "H", "H", "H", "H", "H", "H", "H", "H", "H", "H", "H", "H", "H", "H", "H", "H", "H", "H"], "coordinates": [[1.1296, 3.9208, 4.0158], [2.3863, 3.2940, 4.0747], [2.8262, 2.6174, 2.9712], [2.1253, 2.4828, 1.7827], [2.6651, 1.7677, 0.7220], [3.9115, 1.1713, 0.8348], [4.5393, 0.4513, -0.1404], [3.8122, 0.0590, -1.2805], [2.5376, -0.7031, -1.0013], [1.4132, -0.4712, -1.7669], [0.2065, -1.1335, -1.5314], [-0.9453, -0.8295, -2.3812], [-2.1774, -0.7240, -2.0791], [-2.6081, -0.8456, -0.8142], [-3.9165, -0.7127, -0.4236], [-4.1661, -0.6495, 0.7653], [-4.9578, -0.6665, -1.4773], [-4.8630, -1.3703, -2.6737], [-5.8939, -1.3050, -3.5938], [-7.0204, -0.5427, -3.3322], [-7.1252, 0.1487, -2.1359], [-6.1032, 0.0805, -1.2092], [0.1662, -2.0731, -0.5033], [1.2875, -2.3341, 0.2611], [2.4835, -1.6604, 0.0289], [3.6263, -1.8741, 0.7183], [3.6147, -2.7584, 1.8111], [4.6178, 1.3129, 2.0316], [4.0860, 2.0244, 3.0806], [1.0975, 4.6871, 3.2340], [0.3246, 3.1976, 3.8475], [0.9898, 4.3932, 4.9870], [1.1512, 2.9285, 1.6554], [2.0899, 1.6896, -0.1868], [4.5098, -0.5858, -1.8275], [3.5824, 0.9313, -1.9103], [1.4592, 0.2606, -2.5619], [-0.7358, -0.6289, -3.4247], [-1.9347, -0.8768, -0.0452], [-3.9939, -1.9733, -2.8812], [-5.8190, -1.8549, -4.5204], [-7.8197, -0.4932, -4.0571], [-8.0063, 0.7367, -1.9253], [-6.1716, 0.6031, -0.2669], [-0.7284, -2.6522, -0.3250], [1.2227, -3.0786, 1.0382], [4.6219, -2.7242, 2.2225], [3.3861, -3.7829, 1.4989], [2.9012, -2.4401, 2.5775], [5.5884, 0.8501, 2.1100], [4.6270, 2.1359, 4.0067]], "forces_ev_per_a": [[-0.17, 0.08, -0.01], [0.29, -0.17, -0.04], [0.00, -0.04, -0.08], [-0.10, 0.23, 0.39], [0.26, -0.19, -0.29], [-0.09, 0.14, 0.14], [0.12, 0.24, 0.08], [0.04, -0.11, -0.22], [0.21, -0.08, 0.20], [-0.08, -0.18, 0.20], [0.16, -0.13, 0.39], [-0.18, 0.04, -0.04], [-0.17, 0.33, -0.67], [0.86, -0.32, 0.79], [0.02, 0.03, 0.13], [-0.05, 0.04, -0.06], [-0.36, 0.04, -0.16], [-0.04, -0.04, 0.05], [-0.05, -0.07, -0.07], [-0.02, 0.01, -0.02], [-0.07, 0.03, -0.02], [0.20, -0.04, 0.08], [0.01, 0.13, -0.27], [0.28, -0.09, 0.24], [-0.19, 0.04, -0.21], [-0.12, 0.17, -0.35], [-0.02, -0.22, 0.25], [-0.10, -0.07, -0.18], [-0.17, 0.10, 0.03], [-0.01, -0.04, 0.01], [0.03, 0.03, -0.01], [-0.04, -0.01, -0.09], [-0.08, 0.05, 0.03], [-0.02, 0.00, -0.06], [-0.11, 0.15, 0.02], [0.01, -0.12, 0.06], [0.04, 0.12, -0.08], [0.00, -0.01, -0.13], [-0.27, 0.03, -0.19], [-0.02, -0.01, -0.04], [0.01, -0.05, -0.06], [-0.06, 0.01, -0.06], [-0.06, 0.05, 0.02], [-0.01, 0.02, 0.08], [-0.08, 0.00, 0.03], [0.03, -0.07, 0.08], [-0.08, -0.04, 0.01], [0.00, 0.05, 0.02], [0.01, -0.01, -0.05], [0.14, -0.06, 0.03], [0.08, 0.01, 0.11]], "mulliken_charge": [-0.82, -0.45, 0.81, -0.51, -0.42, 0.33, -0.42, -0.90, 0.56, -0.62, 0.15, -0.40, -0.67, 0.15, 0.19, -0.63, 0.49, -0.21, -0.61, -0.37, -0.48, -0.42, -1.11, -0.57, 0.95, -0.38, -1.02, -0.54, -0.59, 0.33, 0.33, 0.23, 0.39, 0.37, 0.36, 0.40, 0.42, 0.44, 0.30, 0.40, 0.38, 0.38, 0.38, 0.41, 0.64, 0.47, 0.25, 0.36, 0.41, 0.45, 0.42], "energy_ev": -35376.5290, "smiles": "COc1ccc(OCc2cc(/C=N\\NC(=O)c3ccccc3)ccc2OC)cc1", "homo_lumo_gap_ha": 0.3090, "spin_multiplicity": 1, "de_lowest_kcal_mol": 85.1, "e_homo_ev": -7.92}

=====

4.
{"formula": "C16H19", "method": "wB97M-V/def2-TZVPD", "elements": ["C", "C", "C", "C", "C", "H", "H", "H", "H", "H", "H", "H", "H", "C", "C", "C", "C", "C", "C", "C", "C", "C", "C", "C", "H", "H", "H", "H", "H", "H", "H", "H", "H", "H", "H"], "coordinates": [[-1.4214, -3.1558, 2.0569], [-0.1562, -2.3680, 2.0603], [-0.2190, -1.0384, 2.0698], [1.1117, -3.0996, 2.0567], [2.3192, -2.5500, 2.0469], [-1.2273, -4.2297, 2.0562], [-2.0200, -2.9286, 2.9397], [-2.0178, -2.9257, 1.1733], [0.6534, -0.4185, 2.0699], [-1.1646, -0.5364, 2.0786], [1.0389, -4.1755, 2.0655], [3.2074, -3.1513, 2.0466], [2.4607, -1.4890, 2.0395], [-2.0018, 1.4134, -0.5659], [-3.0889, 0.4907, -1.1502], [-2.3308, -0.4893, -1.9936], [-1.0058, -0.1975, -1.9928], [-0.7221, 0.9498, -1.2129], [0.5268, 1.6242, -1.1309], [1.7162, 1.0581, -1.6368], [2.8895, 1.7706, -1.6293], [2.9159, 3.0618, -1.1279], [1.7671, 3.6330, -0.6063], [0.5935, 2.9242, -0.5914], [-2.1998, 2.4688, -0.7812], [-1.9198, 1.3158, 0.5232], [-3.6594, -0.0171, -0.3625], [-3.8077, 1.0509, -1.7629], [-2.7784, -1.2817, -2.5708], [-0.2682, -0.7264, -2.5690], [1.7032, 0.0518, -2.0163], [3.7917, 1.3244, -2.0161], [3.8302, 3.6286, -1.1490], [1.7838, 4.6406, -0.2239], [-0.3003, 3.3717, -0.1932]], "forces_ev_per_a": [[-0.35, -0.53, 0.05], [-0.04, 0.60, -0.05], [0.12, -0.15, -0.20], [0.39, -0.04, -0.01], [-0.14, -0.26, -0.04], [-0.06, 0.06, -0.01], [-0.04, -0.03, -0.04], [-0.07, -0.04, 0.01], [0.36, 0.25, 0.06], [-0.47, 0.20, 0.08], [-0.04, -0.23, 0.01], [0.23, -0.21, 0.01], [0.08, 0.45, 0.02], [0.10, -0.18, -0.37], [0.07, -0.19, 0.12], [0.17, 1.00, 0.56], [0.26, -0.28, -0.16], [-0.57, 0.17, 0.06], [0.23, 0.10, 0.09], [-0.37, -0.11, -0.01], [0.19, -0.22, -0.07], [-0.05, 0.02, -0.02], [-0.08, 0.29, 0.13], [-0.29, -0.26, -0.02], [0.05, -0.15, 0.06], [0.05, 0.02, -0.12], [-0.02, 0.04, -0.21], [0.05, -0.17, 0.10], [-0.13, -0.13, 0.01], [0.10, -0.13, -0.06], [0.05, -0.19, -0.11], [0.08, -0.05, -0.04], [0.20, 0.09, 0.01], [0.05, 0.10, 0.07], [-0.12, 0.16, 0.09]], "mulliken_charge": [-1.30, 1.43, -1.15, -0.24, -0.88, 0.36, 0.33, 0.25, 0.22, 0.29, 0.22, 0.26, 0.20, -0.77, -0.75, -0.43, -0.74, 0.92, 1.08, -0.33, -0.90, -0.29, -0.84, -0.31, 0.44, 0.36, 0.33, 0.34, 0.48, 0.44, 0.35, 0.43, 0.43, 0.41, 0.34], "energy_ev": -16891.6498, "homo_lumo_gap_ha": 0.2017, "spin_multiplicity": 1, "charge": 1, "de_lowest_kcal_mol": 5.5, "e_homo_ev": -11.17}